1.
{
  "formula": "C6H15N2S",
  "method": "ωB97M-V/def2-TZVPD",
  "gap_ev": 9.095,
  "total_charge": 1,
  "lumo_energy_ev": -2.667,
  "e_homo_ev": -11.762,
  "total_energy_ha": -744.92280,
  "symbols": ["C", "C", "C", "C", "C", "C", "N", "N", "S", "H", "H", "H", "H", "H", "H", "H", "H", "H", "H", "H", "H", "H", "H", "H"],
  "xyz": [[0.341084, -1.380688, 1.912413], [-1.192905, 1.277587, 1.031407], [-1.326707, -0.399556, -0.687902], [1.707126, 0.127544, -0.668342], [0.365449, 1.584578, -2.167661], [-0.659783, 0.699935, -0.026860], [0.408012, -2.519861, 1.278764], [0.615297, 1.154108, -0.687794], [-0.930739, -1.282432, 3.186867], [-2.033175, 0.852192, 1.640429], [-0.540386, 1.961825, 1.539047], [-1.117029, -0.012258, 3.564927], [-0.794966, -0.706603, -1.542544], [-2.391801, -0.379656, -0.689531], [-1.117181, -1.131154, 0.009365], [2.241322, 0.036327, 0.306938], [1.189128, -0.840455, -0.699906], [2.285187, 0.153892, -1.620583], [-0.462323, 2.242723, -2.318335], [1.298659, 1.985919, -2.504113], [0.228324, 0.709915, -2.786291], [1.127382, -2.763112, 0.626798], [-0.042124, -3.431686, 1.467294], [0.802151, 2.060915, -0.164388]],
  "forces_ev_per_a": [[-0.37, 1.55, 0.76], [1.07, -0.08, 1.03], [0.34, -0.22, 0.06], [-0.03, -1.39, 0.14], [0.80, -1.09, 0.74], [-1.08, 1.10, -0.48], [-0.64, -2.08, 0.76], [-1.26, 2.16, 0.11], [0.21, -1.98, -0.77], [0.67, 0.63, -1.32], [-0.15, 0.74, 0.44], [0.95, 0.32, -0.51], [-0.20, -0.40, -1.55], [-0.67, 0.50, -0.72], [0.16, -2.35, 1.20], [-0.21, 0.82, -0.95], [-0.01, 0.30, -0.17], [-0.03, 0.49, 1.13], [-0.44, 0.50, 0.50], [0.42, 0.68, -0.05], [-0.26, -0.44, 0.21], [0.75, 0.88, -0.33], [-0.55, 0.78, 0.55], [0.51, -1.45, -0.77]],
  "nbo_charge": [-0.10, -0.39, -0.71, -0.44, -0.40, 0.20, -0.78, -0.39, -0.01, 0.26, 0.20, 0.15, 0.21, 0.27, 0.25, 0.28, 0.22, 0.24, 0.25, 0.23, 0.23, 0.39, 0.38, 0.45]
}

=====

2.
{
  "formula": "C7H9IO2",
  "method": "ωB97M-V/def2-TZVPD",
  "gap_ev": [5.919, 7.367],
  "spin_multiplicity": 3,
  "lumo_energy_ev": [0.531, -2.200],
  "e_homo_ev": [-5.388, -9.567],
  "total_energy_ha": -720.12747,
  "symbols": ["C", "C", "C", "C", "C", "C", "C", "O", "O", "I", "H", "H", "H", "H", "H", "H", "H", "H", "H"],
  "xyz": [[1.252971, -0.755479, 0.824158], [-0.128176, -0.996869, 1.245932], [0.117863, 1.278992, 0.898145], [0.546804, 0.350922, -1.254703], [1.173988, 0.538853, 0.066369], [-0.908635, 0.088770, 0.626770], [-0.891201, -0.099102, -0.951666], [2.264102, -1.370780, 0.905588], [-1.243628, -1.414650, -1.252748], [-2.358153, 1.188611, -1.861836], [-0.415051, -1.928735, 0.824578], [-0.117201, -1.084017, 2.383889], [0.355086, 1.428157, 1.944353], [-0.267947, 2.264062, 0.616866], [0.489839, 1.305383, -1.703811], [0.975789, -0.396392, -1.946049], [2.171280, 0.905409, -0.146838], [-1.854444, 0.290621, 0.975710], [-1.163286, -1.593755, -2.194708]],
  "forces_ev_per_a": [[-4.52, 3.96, -0.65], [-0.25, -2.30, 2.11], [-1.18, -0.20, -0.78], [-1.40, -1.55, -1.64], [1.88, 1.33, -0.10], [1.69, 1.93, -0.87], [0.01, -0.05, 1.74], [5.84, -4.06, 0.53], [0.30, 0.05, 0.29], [-0.22, 0.34, -0.13], [-0.63, -1.28, 0.08], [-0.67, 0.26, -1.02], [0.19, -0.62, 0.25], [0.29, -0.18, -0.87], [0.21, 1.03, -0.94], [0.32, 0.49, 0.40], [0.27, 0.64, 0.69], [-2.18, 0.02, 1.02], [0.06, 0.17, -0.10]],
  "nbo_charge": [0.17, -0.42, -0.40, -0.48, -0.21, -0.27, 0.25, -0.25, -0.73, 0.03, 0.23, 0.21, 0.23, 0.22, 0.23, 0.23, 0.24, 0.23, 0.48]
}

=====

3.
{
  "formula": "C30H49AlN4O3PS3",
  "method": "ωB97M-V/def2-TZVPD",
  "gap_ev": 8.487,
  "total_charge": 1,
  "lumo_energy_ev": -1.994,
  "e_homo_ev": -10.481,
  "total_energy_ha": -3395.65537,
  "symbols": ["Al", "O", "C", "O", "C", "C", "C", "C", "C", "C", "S", "H", "H", "H", "H", "C", "C", "N", "N", "C", "S", "N", "N", "H", "H", "H", "H", "H", "H", "C", "S", "C", "O", "H", "H", "H", "H", "H", "H", "C", "C", "C", "C", "C", "C", "P", "C", "C", "C", "C", "C", "C", "C", "C", "C", "C", "C", "C", "H", "H", "H", "H", "H", "H", "H", "H", "H", "H", "H", "H", "H", "H", "H", "H", "H", "H", "H", "H", "H", "H", "H", "H", "H", "H", "H", "H", "H", "H", "H", "H", "H"],
  "xyz": [[-1.418305, -0.130734, -0.352062], [-1.461026, 1.547771, 3.197718], [-1.538199, 1.608266, 1.978705], [-1.100838, 0.617245, 1.242122], [-2.054779, 2.830067, 1.293977], [-2.103602, 3.982125, 2.084969], [-2.530509, 5.191540, 1.577645], [-2.930917, 5.260911, 0.249625], [-2.901024, 4.130093, -0.544045], [-2.465709, 2.899355, -0.045587], [-2.567467, 1.572487, -1.225737], [-1.788234, 3.894867, 3.115285], [-2.551994, 6.070123, 2.207388], [-3.270025, 6.198604, -0.170978], [-3.221805, 4.186294, -1.576178], [-3.677839, 0.040000, 5.245167], [-3.920396, -0.342484, 3.839404], [-5.000129, -0.131502, 3.144676], [-4.720001, -0.640840, 1.921209], [-3.494099, -1.148697, 1.832518], [-2.784265, -1.895323, 0.452028], [-2.977455, -0.969115, 3.056623], [-1.732505, -1.374715, 3.537133], [-4.581230, 0.484152, 5.652885], [-2.861256, 0.760815, 5.283791], [-3.397872, -0.836049, 5.829771], [-5.395234, -0.587170, 1.176626], [-1.332304, -1.985413, 2.829882], [-1.177242, -0.515303, 3.576009], [-3.590955, -0.543881, -3.556621], [-2.140696, -1.561596, -3.356592], [-2.947899, -3.105650, -2.966808], [-1.458259, -1.134919, -2.059542], [-4.120089, -0.916951, -4.433831], [-3.260144, 0.478017, -3.728353], [-4.210451, -0.594131, -2.662704], [-3.529839, -3.405674, -3.837917], [-3.582930, -2.974964, -2.092369], [-2.171814, -3.843956, -2.773771], [3.525306, 0.679466, 2.982277], [2.560618, 1.760281, 2.506867], [2.112791, 1.494729, 1.057989], [2.081287, -0.016886, 0.745169], [1.682425, -0.776966, 2.019840], [2.811616, -0.679451, 3.056307], [1.004216, -0.413493, -0.686503], [1.450585, -2.110753, -1.275856], [2.960803, -2.462036, -1.245039], [3.293851, -3.443049, -0.124347], [2.562649, -4.778902, -0.315349], [1.178815, -4.579685, -0.955159], [0.614504, -3.209138, -0.592701], [1.436656, 0.670795, -2.108054], [2.893511, 0.595251, -2.601437], [3.209963, 1.766789, -3.550342], [1.965931, 2.190485, -4.325513], [0.899060, 2.751403, -3.366122], [1.031087, 2.144378, -1.963305], [3.948075, 0.935304, 3.953884], [4.369029, 0.625842, 2.287481], [3.025592, 2.744921, 2.564737], [1.690536, 1.789551, 3.168898], [2.796592, 1.990074, 0.366952], [1.125045, 1.933084, 0.899494], [3.089853, -0.335972, 0.463109], [1.449414, -1.824131, 1.823459], [0.774614, -0.309591, 2.402238], [3.531604, -1.487292, 2.904075], [2.386868, -0.823340, 4.052170], [1.125838, -2.082549, -2.322344], [3.578955, -1.570976, -1.151473], [3.234589, -2.911867, -2.203281], [3.022515, -2.997422, 0.836811], [4.371313, -3.607650, -0.086088], [2.457419, -5.276566, 0.650469], [3.162095, -5.442281, -0.941144], [0.496522, -5.370945, -0.641603], [1.254769, -4.647997, -2.045406], [0.626265, -3.100055, 0.494692], [-0.428227, -3.117555, -0.896680], [0.788092, 0.243680, -2.886038], [3.056982, -0.352900, -3.118052], [3.585228, 0.619450, -1.754589], [4.015071, 1.479591, -4.227278], [3.579921, 2.620975, -2.977703], [1.573157, 1.324586, -4.867758], [2.219906, 2.931406, -5.083560], [-0.102269, 2.546529, -3.754880], [0.989356, 3.836833, -3.294901], [0.097545, 2.266523, -1.413384], [1.801396, 2.673859, -1.403086]],
  "forces_ev_per_a": [[0.08, 0.03, -0.15], [-0.05, -0.05, 0.02], [0.17, -0.01, 0.02], [-0.25, -0.06, 0.01], [-0.02, 0.01, -0.01], [0.01, -0.01, 0.00], [0.00, 0.00, -0.01], [0.01, 0.00, 0.01], [0.01, 0.01, 0.00], [0.00, 0.02, -0.02], [-0.06, -0.05, 0.06], [0.00, 0.00, 0.00], [0.00, 0.00, 0.00], [0.00, 0.00, 0.00], [0.00, 0.00, 0.00], [0.00, -0.02, -0.03], [0.01, -0.03, -0.04], [0.00, 0.03, 0.01], [0.05, 0.02, 0.00], [-0.04, 0.13, -0.12], [0.09, -0.07, 0.09], [-0.06, -0.14, 0.14], [-0.02, 0.14, -0.03], [0.00, 0.00, 0.00], [0.00, 0.02, 0.03], [0.02, 0.01, 0.00], [-0.01, -0.01, 0.00], [0.00, -0.01, 0.00], [0.06, -0.01, -0.05], [0.00, 0.00, 0.00], [-0.03, 0.02, 0.00], [0.01, 0.00, 0.01], [0.05, 0.10, 0.02], [-0.01, 0.00, 0.01], [0.01, -0.01, 0.00], [0.01, -0.01, 0.00], [0.00, -0.01, 0.00], [-0.01, 0.00, -0.01], [0.01, 0.01, 0.00], [0.00, 0.01, 0.00], [0.01, 0.00, 0.00], [0.00, 0.00, 0.03], [-0.02, -0.01, 0.03], [0.05, 0.03, -0.01], [-0.02, 0.01, -0.01], [0.02, -0.10, 0.04], [-0.03, 0.02, 0.00], [0.01, 0.00, 0.02], [0.00, 0.00, 0.00], [0.00, 0.01, -0.01], [0.00, 0.02, 0.00], [0.03, -0.04, 0.01], [-0.03, 0.00, 0.00], [0.00, 0.01, 0.00], [0.00, -0.01, 0.00], [0.00, 0.00, 0.01], [0.00, 0.00, 0.00], [0.00, -0.01, -0.02], [0.00, 0.00, 0.00], [0.00, -0.01, 0.00], [-0.02, 0.01, 0.00], [0.00, -0.02, -0.01], [0.02, -0.01, 0.00], [0.01, 0.03, -0.03], [0.00, -0.01, -0.01], [-0.01, 0.00, 0.00], [-0.02, -0.03, 0.02], [0.00, 0.00, -0.01], [0.01, -0.01, 0.00], [0.01, 0.03, 0.00], [0.00, 0.00, -0.02], [-0.01, -0.01, 0.00], [0.00, -0.01, 0.00], [0.00, 0.01, 0.01], [0.00, 0.00, 0.00], [0.00, 0.00, 0.00], [0.00, 0.00, 0.00], [0.00, 0.00, 0.00], [-0.03, 0.02, 0.00], [-0.01, 0.00, -0.01], [0.00, 0.01, 0.00], [0.00, 0.00, 0.01], [0.00, 0.00, 0.00], [0.00, 0.00, 0.00], [0.01, 0.00, 0.00], [0.00, 0.00, 0.00], [0.00, 0.00, 0.00], [0.00, 0.00, 0.00], [0.01, 0.00, 0.00], [0.00, 0.01, 0.00], [0.00, 0.00, 0.01]],
  "nbo_charge": [1.50, -0.67, 0.81, -0.94, -0.24, -0.08, -0.25, -0.17, -0.23, -0.11, -0.37, 0.23, 0.22, 0.22, 0.22, -0.67, 0.39, -0.23, -0.33, 0.26, -0.29, -0.19, -0.61, 0.26, 0.26, 0.25, 0.44, 0.38, 0.41, -0.82, 1.30, -0.82, -1.07, 0.25, 0.27, 0.26, 0.25, 0.26, 0.26, -0.40, -0.41, -0.39, -0.55, -0.41, -0.40, 0.97, -0.52, -0.41, -0.40, -0.41, -0.39, -0.40, -0.52, -0.40, -0.40, -0.41, -0.40, -0.41, 0.22, 0.19, 0.22, 0.21, 0.21, 0.22, 0.23, 0.21, 0.22, 0.21, 0.21, 0.23, 0.21, 0.22, 0.19, 0.22, 0.21, 0.21, 0.22, 0.19, 0.20, 0.21, 0.23, 0.21, 0.20, 0.22, 0.20, 0.19, 0.22, 0.20, 0.22, 0.23, 0.21]
}

=====

4.
{
  "formula": "C19H18NO6PS",
  "method": "ωB97M-V/def2-TZVPD",
  "gap_ev": 6.702,
  "smiles": "NCCCc1ccc2c(c1[PH2]=S)C(=O)C=CC2=O.O=C1C=C(O)C(=O)C=C1O",
  "lumo_energy_ev": -1.984,
  "e_homo_ev": -8.686,
  "total_energy_ha": -1980.29703,
  "symbols": ["N", "C", "C", "C", "C", "C", "C", "C", "C", "C", "P", "S", "C", "O", "C", "C", "C", "O", "H", "H", "H", "H", "H", "H", "H", "H", "H", "H", "H", "H", "H", "H", "O", "C", "C", "C", "O", "C", "O", "C", "C", "O", "H", "H", "H", "H"],
  "xyz": [[-4.137744, 2.298612, -3.527784], [-4.522446, 1.234360, -4.534995], [-3.650632, -0.109487, -4.384585], [-4.212293, -1.100628, -3.208768], [-3.389494, -0.906763, -1.832916], [-3.911443, 0.246985, -0.901827], [-3.179397, 0.564750, 0.424271], [-1.929533, -0.300484, 0.807445], [-1.411884, -1.468506, -0.111367], [-2.138392, -1.787672, -1.464136], [-1.510758, -3.145272, -2.617622], [-2.833877, -4.580277, -2.903988], [-0.111394, -2.273057, 0.398324], [0.051074, -3.508138, 0.274071], [0.983825, -1.353821, 1.151692], [0.504691, -0.303963, 1.998618], [-1.078805, -0.024909, 2.152099], [-1.616561, 0.351861, 3.222042], [-4.916969, 2.456733, -2.871582], [-3.306665, 1.957005, -3.013298], [-4.353024, 1.698307, -5.579466], [-5.628810, 0.954105, -4.483634], [-2.591441, 0.216938, -4.089500], [-3.570333, -0.688433, -5.376002], [-4.217709, -2.196155, -3.550023], [-5.317947, -0.807494, -3.075484], [-4.835631, 0.876606, -1.175933], [-3.493318, 1.411606, 1.124085], [-0.238869, -3.698268, -2.190309], [-1.210449, -2.475663, -3.871887], [2.091855, -1.571881, 0.983191], [1.300228, 0.312083, 2.547191], [3.409343, 0.485231, 2.275135], [4.426736, 0.852892, 2.842580], [5.603195, 1.330568, 2.110557], [6.703810, 1.708858, 2.764633], [7.801930, 2.156703, 2.098376], [6.779599, 1.657416, 4.252465], [7.806963, 1.993248, 4.814745], [5.594526, 1.202245, 4.986367], [4.492826, 0.827203, 4.332974], [3.384620, 0.404582, 5.002768], [5.536159, 1.361042, 1.031318], [8.459164, 2.365083, 2.791387], [5.656529, 1.186364, 6.066326], [2.728744, 0.189486, 4.312449]],
  "forces_ev_per_a": [[-0.42, -1.32, -0.12], [0.35, -0.26, -0.89], [0.16, 0.03, 0.37], [0.20, 0.43, -0.02], [0.37, 0.70, 1.76], [3.20, -1.87, 1.60], [1.56, -3.07, -2.14], [-0.83, -0.66, -2.20], [-2.23, 1.83, -0.59], [-0.77, 3.28, 2.82], [-0.98, -0.40, -0.29], [0.50, 0.53, 0.15], [0.44, -1.01, 0.30], [-0.64, 4.13, 0.06], [-2.34, 1.81, 1.13], [0.62, -2.19, -1.84], [-0.79, 0.18, 1.02], [2.05, -1.08, -3.83], [0.83, -0.15, -0.37], [-0.92, 0.46, -0.21], [-0.21, -0.94, 1.51], [1.41, 0.50, 0.07], [-1.31, -0.51, -0.57], [-0.27, 0.96, 1.49], [0.29, 1.62, 0.63], [1.70, -0.48, 0.23], [1.71, -1.35, 0.33], [0.45, -1.45, -1.17], [-0.80, 1.02, -0.05], [0.02, -0.11, 1.04], [-1.82, 0.25, 0.46], [-1.75, -0.89, -0.77], [0.23, 0.04, 0.42], [0.25, 0.13, -0.72], [-0.47, -0.19, 0.00], [0.80, 0.37, -1.17], [-0.75, -0.35, 1.16], [-0.03, -0.04, 0.86], [-0.11, 0.00, -0.46], [0.33, 0.12, -0.03], [-0.75, -0.30, 1.09], [0.73, 0.31, -1.15], [0.01, 0.00, 0.03], [-0.04, -0.02, -0.14], [-0.01, -0.01, -0.04], [0.04, -0.04, 0.22]],
  "nbo_charge": [-0.84, -0.23, -0.42, -0.48, 0.06, -0.23, -0.16, -0.12, -0.07, -0.35, 0.81, -0.58, 0.53, -0.51, -0.25, -0.26, 0.53, -0.50, 0.36, 0.36, 0.19, 0.19, 0.20, 0.23, 0.27, 0.22, 0.24, 0.25, 0.04, -0.01, 0.26, 0.26, -0.56, 0.49, -0.37, 0.31, -0.63, 0.47, -0.51, -0.36, 0.30, -0.63, 0.25, 0.51, 0.25, 0.50]
}